A 4-piece molecular cluster, C30H62NO4 overall in a non-equilibrium geometry. Source: the Open Molecules 2025 dataset; level of theory: ωB97M-V/def2-TZVPD.

Calculated values
* E_LUMO: -0.0831 Eh
* maximum force: 2.13 eV Å⁻¹
* total charge: +1
* energy: -41788.052 eV
* HOMO-LUMO gap: 9.05 eV

Positions of all 97 atoms, in Å:
C (-3.627599, 1.201039, -2.798043)
O (-3.461761, 1.076600, -4.213744)
C (-3.035513, -0.248006, -4.551262)
C (-4.201960, -1.271702, -4.389508)
C (-3.733909, -2.755767, -4.261036)
C (-2.786107, -3.022773, -3.048805)
C (-3.441434, -2.772569, -1.640380)
C (-3.881583, -4.077079, -0.914410)
C (-2.673488, -4.937352, -0.382766)
C (-1.755355, -4.167241, 0.632009)
C (-0.223208, -4.268113, 0.343862)
C (0.179218, -4.107040, -1.165269)
C (1.261462, -3.015072, -1.445037)
C (0.672418, -1.583155, -1.673946)
C (-0.149024, -1.060047, -0.462536)
C (0.706951, -0.708485, 0.795077)
C (-0.305288, -0.541498, 1.991348)
C (-1.423306, 0.536251, 1.675321)
C (-1.974732, 0.464542, 0.206489)
N (-0.906071, 0.197256, -0.790279)
H (-4.714213, 1.252569, -2.566917)
H (-3.257765, 0.258169, -2.330386)
H (-3.073038, 2.071673, -2.397890)
H (-2.108228, -0.531780, -4.003628)
H (-2.798506, -0.193519, -5.635253)
H (-4.808515, -1.206675, -5.320617)
H (-4.897271, -1.029573, -3.559840)
H (-3.186321, -3.084446, -5.171162)
H (-4.630364, -3.398377, -4.117877)
H (-2.509868, -4.102558, -3.084222)
H (-1.830511, -2.454986, -3.096750)
H (-2.787658, -2.110965, -1.033740)
H (-4.371018, -2.179286, -1.825438)
H (-4.631227, -3.873974, -0.120473)
H (-4.413019, -4.713925, -1.660525)
H (-3.146550, -5.789548, 0.156392)
H (-2.145964, -5.381825, -1.247458)
H (-1.921776, -4.640765, 1.626309)
H (-2.142550, -3.131126, 0.724605)
H (0.146306, -5.239868, 0.734153)
H (0.337082, -3.497435, 0.926252)
H (-0.677995, -3.945151, -1.848676)
H (0.630676, -5.075857, -1.480221)
H (1.742031, -3.290216, -2.412730)
H (2.095075, -3.008692, -0.709710)
H (1.547432, -0.903790, -1.809875)
H (0.059879, -1.496518, -2.596277)
H (-0.910929, -1.800634, -0.148287)
H (1.245697, 0.241804, 0.568875)
H (1.409571, -1.549182, 0.960519)
H (0.231465, -0.236876, 2.912230)
H (-0.808081, -1.518339, 2.143446)
H (-2.239793, 0.381037, 2.409422)
H (-0.992118, 1.550367, 1.822658)
H (-2.431128, 1.442918, -0.055012)
H (-2.794450, -0.283818, 0.179940)
H (-1.289317, 0.151740, -1.741062)
H (-0.229896, 0.965989, -0.743551)
C (-3.911938, 1.892490, 6.628826)
C (-2.665348, 2.710152, 6.342071)
C (-1.806024, 1.716293, 5.581179)
O (-2.705375, 0.847106, 4.876962)
C (-4.038878, 1.059804, 5.366046)
H (-4.796624, 2.495706, 6.829304)
H (-3.739575, 1.241964, 7.490447)
H (-2.917146, 3.557700, 5.698295)
H (-2.176871, 3.095748, 7.236207)
H (-1.208526, 1.102781, 6.263326)
H (-1.133270, 2.200146, 4.869617)
H (-4.601284, 1.594854, 4.592820)
H (-4.521039, 0.097313, 5.542677)
C (5.078990, 0.786758, -2.093925)
C (4.729982, 2.264933, -2.101380)
C (3.330073, 2.261601, -1.516836)
O (3.263074, 1.146216, -0.612621)
C (4.417795, 0.314464, -0.811411)
H (6.149730, 0.588043, -2.116078)
H (4.621624, 0.291563, -2.956267)
H (5.408030, 2.809694, -1.442096)
H (4.775783, 2.722131, -3.089159)
H (2.573014, 2.111094, -2.296861)
H (3.096747, 3.182775, -0.979256)
H (5.080843, 0.447231, 0.049508)
H (4.111504, -0.733274, -0.855416)
C (6.209602, 4.600972, 2.120085)
C (7.131580, 5.702948, 1.631020)
C (7.377024, 5.290573, 0.190602)
O (6.194597, 4.605308, -0.249830)
C (5.366034, 4.327831, 0.887458)
H (5.613558, 4.879465, 2.988927)
H (6.794919, 3.713616, 2.377452)
H (6.610654, 6.663893, 1.661732)
H (8.050815, 5.795906, 2.208343)
H (8.219030, 4.594966, 0.113669)
H (7.569589, 6.141949, -0.463444)
H (4.498286, 4.996024, 0.843906)
H (5.012169, 3.294911, 0.839793)

Atoms 1-3, force components in eV/Å:
-0.40 -0.65 -0.35
0.61 -0.32 0.86
-0.88 0.00 -0.90

C5H10Cl2NiO5 as an isolated structure in a non-equilibrium geometry. Source: the Open Molecules 2025 dataset; level of theory: ωB97M-V/def2-TZVPD.

Calculated values
* spin multiplicity: 3
* ⟨S²⟩: 2.0636
* E_LUMO (alpha / beta): 0.1738 / 0.1741 Eh
* maximum force: 16.25 eV Å⁻¹
* total charge: -2
* energy: -81662.055 eV
* HOMO-LUMO gap (alpha / beta): 3.16 / 2.75 eV

Positions of all 23 atoms, in Å:
Ni (-0.202070, -0.657346, 0.822455)
C (0.493130, 2.686764, 1.069285)
O (0.032110, 1.397304, 1.432905)
H (1.573170, 2.706504, 0.923535)
H (0.021600, 3.008434, 0.140695)
H (0.276560, 3.461334, 1.804965)
C (2.882850, -1.953576, 0.964835)
O (1.617880, -1.552036, 1.352315)
H (2.988460, -1.558386, -0.045495)
H (3.630830, -1.452116, 1.578975)
H (3.041200, -3.020456, 1.122235)
C (-1.837430, -1.588986, 2.606235)
O (-2.088060, -0.647686, 1.855775)
O (-1.039860, -1.187926, 3.451495)
O (-1.056930, -2.247136, 1.940225)
Cl (-2.590200, 0.665504, -1.080765)
C (-1.778220, 0.926264, -2.622215)
C (-0.837530, -0.269956, -2.934235)
Cl (0.376800, -0.491676, -1.588265)
H (-1.239890, 1.873504, -2.654255)
H (-2.568480, 1.247104, -3.300925)
H (-0.303050, -0.138056, -3.874995)
H (-1.392880, -1.207376, -2.964785)

Atoms 1-3, force components in eV/Å:
0.04 -0.24 2.91
-0.69 -2.83 0.13
0.37 0.91 -0.62

A 9-piece molecular cluster, C18H56N13O9 overall in a non-equilibrium geometry. Source: the Open Molecules 2025 dataset; level of theory: ωB97M-V/def2-TZVPD.

Calculated values
* E_LUMO: 0.0702 Eh
* maximum force: 8.59 eV Å⁻¹
* total charge: -1
* energy: -57374.147 eV
* HOMO-LUMO gap: 8.10 eV

Positions of all 96 atoms, in Å:
C (0.594761, -0.104522, -0.354317)
O (0.279411, -0.033962, -1.706047)
H (0.083231, 0.543778, 0.357133)
H (0.303921, -1.077162, 0.042533)
H (1.679241, -0.106972, -0.244757)
C (-2.268149, -3.232592, -2.509757)
O (-3.348589, -3.641652, -2.699557)
N (-2.177789, -2.001012, -2.207967)
N (-1.172729, -4.020702, -2.403827)
H (-3.027609, -1.459042, -2.272557)
H (-1.305189, -1.567232, -1.942417)
H (-1.383599, -4.995372, -2.564017)
H (-0.433119, -3.749622, -1.771697)
C (1.815081, -1.577652, -4.583127)
O (2.283111, -1.950062, -5.631847)
N (1.147241, -2.249332, -3.789927)
N (1.955291, -0.364102, -4.070947)
H (1.076361, -3.244752, -3.945517)
H (0.727611, -1.704762, -3.050027)
H (2.527051, 0.330078, -4.530627)
H (1.434821, -0.134642, -3.236347)
C (-0.250069, 3.210228, -3.577797)
O (-0.357799, 4.297648, -4.042707)
N (0.569221, 2.849898, -2.604427)
N (-0.947979, 2.207398, -3.988627)
H (0.576721, 1.885678, -2.303887)
H (1.053131, 3.652568, -2.228037)
H (-0.721399, 1.326988, -3.548577)
H (-1.520829, 2.323318, -4.812347)
C (1.345451, -3.658472, 2.521843)
O (1.678471, -3.330672, 3.611923)
N (1.578831, -2.920162, 1.433473)
N (0.897921, -4.894662, 2.182843)
H (1.651471, -1.932162, 1.630153)
H (1.310241, -3.312432, 0.542363)
H (0.869381, -5.687532, 2.807853)
H (0.563501, -5.001052, 1.235763)
C (-3.813919, 1.804048, -0.817477)
O (-4.765689, 2.433688, -1.228617)
N (-3.477199, 1.588068, 0.399803)
N (-3.102249, 1.074168, -1.613567)
H (-3.925429, 2.146878, 1.111793)
H (-2.658519, 1.082118, 0.706203)
H (-2.265199, 0.636208, -1.256287)
H (-3.211699, 1.321028, -2.586787)
C (3.951111, 2.356768, -0.967127)
C (5.444041, 2.323758, -0.640217)
C (5.851301, 0.819478, -0.402737)
O (5.725661, 0.422738, 0.948163)
C (4.701841, -0.479312, 1.392093)
N (6.219491, 2.930728, -1.676267)
H (3.315031, 1.876798, -0.223387)
H (3.976891, 1.644348, -1.791687)
H (3.470371, 3.295178, -1.243477)
H (5.647311, 2.818848, 0.309343)
H (6.928601, 0.671858, -0.478377)
H (5.408901, 0.150558, -1.140937)
H (4.866061, -0.998312, 2.336433)
H (4.578741, -1.208232, 0.591083)
H (3.738341, 0.027078, 1.449873)
H (6.032921, 3.911808, -1.525327)
H (7.213411, 2.896778, -1.500007)
C (-4.825079, -5.455132, 2.716673)
C (-4.308379, -4.021832, 3.190983)
C (-3.406689, -3.298942, 2.179653)
O (-3.023639, -2.047942, 2.731443)
C (-2.426439, -1.145282, 1.817343)
N (-5.514979, -3.331482, 3.455683)
H (-5.388059, -5.780632, 3.591433)
H (-4.003059, -6.160182, 2.593043)
H (-5.418139, -5.574312, 1.809933)
H (-3.794789, -4.069062, 4.151243)
H (-4.008899, -3.114762, 1.289973)
H (-2.474129, -3.837692, 2.011793)
H (-2.167199, -0.253452, 2.387893)
H (-2.983629, -0.887922, 0.916563)
H (-1.516939, -1.568982, 1.391443)
H (-6.059279, -3.038202, 2.657043)
H (-5.261369, -2.528392, 4.013193)
C (1.736631, 3.206948, 1.674823)
C (0.617861, 3.865798, 0.851673)
C (-0.784969, 3.699838, 1.422723)
O (-0.813349, 3.952288, 2.871633)
C (-2.118939, 3.825218, 3.370513)
N (0.961711, 5.252918, 1.041613)
H (1.647561, 2.120778, 1.694923)
H (1.847901, 3.461428, 2.728843)
H (2.664371, 3.319238, 1.113753)
H (0.669341, 3.649708, -0.215457)
H (-0.984529, 2.661408, 1.158233)
H (-1.478119, 4.399598, 0.955853)
H (-2.159059, 3.944068, 4.453273)
H (-2.400879, 2.838618, 3.002773)
H (-2.773459, 4.485238, 2.801243)
H (0.465121, 5.767728, 0.328543)
H (0.546741, 5.441078, 1.943003)

Atoms 1-3, force components in eV/Å:
0.05 -1.38 -1.22
-0.76 0.44 -0.13
0.03 1.04 -0.03

A 2-piece molecular cluster, C5H11N2O overall in a non-equilibrium geometry. Source: the Open Molecules 2025 dataset; level of theory: ωB97M-V/def2-TZVPD.

Calculated values
* E_LUMO: -0.3106 Eh
* maximum force: 3.96 eV Å⁻¹
* total charge: +1
* energy: -10378.942 eV
* HOMO-LUMO gap: 4.36 eV

Positions of all 19 atoms, in Å:
O (2.859517, -0.404789, -2.539379)
C (2.533492, 0.739877, -2.493272)
C (1.642655, 1.282580, -1.391264)
C (1.071673, 0.112635, -0.574933)
C (0.366013, 0.562078, 0.701226)
C (-0.323575, 1.649760, 0.778381)
N (-4.037105, -2.155744, 1.306613)
N (0.700576, -0.211324, 1.814448)
H (2.858887, 1.486045, -3.233049)
H (2.209792, 1.941723, -0.727646)
H (0.846351, 1.861525, -1.868593)
H (0.410769, -0.618042, -1.043423)
H (1.952155, -0.454146, -0.268665)
H (-0.822263, 2.200033, 1.572326)
H (-3.827793, -2.943237, 0.712111)
H (-4.538604, -2.461259, 2.132066)
H (-4.646640, -1.576954, 0.738443)
H (0.375704, -1.169255, 1.681627)
H (0.368395, 0.158494, 2.702982)

Atoms 1-3, force components in eV/Å:
0.07 -0.52 -0.04
-0.01 0.70 0.14
-1.07 -0.47 -0.18

A 7-piece molecular cluster, C38H62F2N2O11S overall in a non-equilibrium geometry. Source: the Open Molecules 2025 dataset; level of theory: ωB97M-V/def2-TZVPD.

Calculated values
* E_LUMO: -0.0533 Eh
* maximum force: 6.92 eV Å⁻¹
* total charge: 0
* energy: -82172.483 eV
* HOMO-LUMO gap: 6.68 eV

Positions of all 116 atoms, in Å:
C (-0.436267, 1.068823, 2.454510)
C (-1.053364, 1.197355, 1.183351)
C (-0.368054, 0.879110, -0.235085)
N (0.079263, -0.540588, -0.404361)
C (1.295880, -0.734526, -1.190230)
O (2.380381, -0.112195, -1.199016)
C (1.034049, -2.023339, -2.092827)
C (1.936226, -2.740210, -3.144716)
N (3.286189, -2.252378, -3.412773)
C (3.604737, -2.177265, -4.876815)
C (4.862430, -3.121085, -5.283280)
C (4.523072, -4.066806, -6.547265)
C (1.295880, -4.007777, -3.829947)
F (2.025342, -4.757715, -4.801111)
C (-0.152064, -4.500749, -3.471224)
O (-0.592509, -5.675125, -4.155412)
C (-1.042314, -3.745426, -2.410219)
S (-2.745666, -4.334018, -2.041192)
O (-3.283818, -4.909086, -3.340292)
O (-3.698661, -3.268063, -1.605337)
F (-2.686351, -5.660932, -0.977461)
C (-0.391490, -2.517006, -1.729708)
C (-0.971459, -1.559278, -0.597279)
O (-2.018530, -1.583932, 0.072681)
H (-0.657421, 1.832801, 3.276491)
H (0.275173, 0.195421, 2.627273)
H (-2.158154, 1.516824, 1.147440)
H (0.593685, 1.519796, -0.270321)
H (-1.038233, 1.221146, -1.120881)
H (3.995137, -2.787347, -2.884133)
H (3.942385, -1.089118, -5.078666)
H (2.699059, -2.352031, -5.557785)
H (5.189827, -3.799982, -4.396037)
H (5.789057, -2.474058, -5.526847)
H (5.291648, -3.882090, -7.371382)
H (3.493427, -3.802993, -6.964464)
H (4.483994, -5.146713, -6.180142)
H (-0.626898, -6.379640, -3.457590)
C (-2.914497, 1.521124, -5.304279)
C (-1.837654, 2.576743, -5.195224)
C (-1.998885, 3.045259, -3.762793)
O (-2.480323, 1.921340, -3.008365)
C (-2.881649, 0.892431, -3.925266)
H (-2.743144, 0.799649, -6.104918)
H (-3.885579, 1.998002, -5.474583)
H (-0.852858, 2.116935, -5.329348)
H (-1.938610, 3.384892, -5.921646)
H (-2.745024, 3.843663, -3.686679)
H (-1.060757, 3.402448, -3.330686)
H (-2.138477, 0.088808, -3.873085)
H (-3.851397, 0.490011, -3.624543)
C (-3.409498, 6.023148, 0.735873)
C (-2.765067, 5.688427, -0.590698)
C (-1.932263, 4.471780, -0.237565)
O (-2.617046, 3.793055, 0.819598)
C (-3.653914, 4.646810, 1.322037)
H (-4.321600, 6.615611, 0.644879)
H (-2.702617, 6.576713, 1.362940)
H (-3.535840, 5.415254, -1.319227)
H (-2.172642, 6.503473, -1.010367)
H (-0.943378, 4.761540, 0.134336)
H (-1.801142, 3.793313, -1.083686)
H (-4.614604, 4.238772, 0.989308)
H (-3.634591, 4.645580, 2.414248)
C (6.711640, -5.458259, -0.157389)
C (7.592457, -5.561586, -1.381420)
C (6.598253, -5.348731, -2.505399)
O (5.569448, -4.487183, -1.994416)
C (5.722813, -4.386419, -0.569790)
H (7.255045, -5.207472, 0.755024)
H (6.188828, -6.406642, 0.004811)
H (8.329745, -4.752108, -1.376694)
H (8.127116, -6.509615, -1.459775)
H (6.127618, -6.291445, -2.803893)
H (7.054598, -4.892550, -3.387196)
H (6.106052, -3.385520, -0.344397)
H (4.750434, -4.504244, -0.086443)
C (2.148922, 4.113327, 6.276491)
C (3.372819, 3.294615, 5.932387)
C (2.760607, 1.970490, 5.521693)
O (1.473940, 2.264295, 4.958711)
C (1.146681, 3.630017, 5.246690)
H (2.315370, 5.191355, 6.235466)
H (1.802765, 3.858008, 7.283580)
H (3.893569, 3.745797, 5.081071)
H (4.083504, 3.198581, 6.755089)
H (2.606231, 1.318563, 6.387495)
H (3.369408, 1.436898, 4.787651)
H (1.230708, 4.198623, 4.313797)
H (0.115415, 3.693934, 5.601920)
C (1.059759, 0.429053, 11.076139)
C (0.434691, -0.550647, 10.108288)
C (0.740668, 0.090463, 8.769087)
O (1.974601, 0.805670, 8.923757)
C (2.295790, 0.874083, 10.319700)
H (1.290123, -0.002892, 12.051573)
H (0.387879, 1.280297, 11.228391)
H (0.939887, -1.519270, 10.183076)
H (-0.632744, -0.709251, 10.270762)
H (-0.032725, 0.813124, 8.488031)
H (0.839849, -0.643191, 7.965792)
H (3.138032, 0.198028, 10.503148)
H (2.602552, 1.890423, 10.577074)
C (-8.474118, 0.600293, -2.631894)
C (-6.961726, 0.585695, -2.620852)
C (-6.630025, 1.464036, -3.810959)
O (-7.691656, 2.420301, -3.930357)
C (-8.772287, 2.018270, -3.077817)
H (-8.923061, 0.353672, -1.668243)
H (-8.846815, -0.111705, -3.375785)
H (-6.592855, 1.049228, -1.699967)
H (-6.530768, -0.414269, -2.695542)
H (-6.597796, 0.881673, -4.738512)
H (-5.676986, 1.986071, -3.693935)
H (-8.799348, 2.705034, -2.224706)
H (-9.717435, 2.098500, -3.619521)

Atoms 1-3, force components in eV/Å:
-0.97 0.01 -2.64
0.24 -0.44 1.66
-0.05 0.91 1.23

One molecule with the formula C5H8N2S in a non-equilibrium geometry. Source: the Open Molecules 2025 dataset; level of theory: ωB97M-V/def2-TZVPD.

Calculated values
* E_LUMO: -0.0171 Eh
* maximum force: 7.11 eV Å⁻¹
* total charge: 0
* energy: -19127.372 eV
* HOMO-LUMO gap: 8.23 eV

Positions of all 16 atoms, in Å:
C (-1.848161, -1.262196, -0.114588)
N (-0.695237, -0.316635, -0.570017)
C (-0.832938, 1.016488, -0.692469)
N (0.065940, 1.941471, -0.217976)
C (1.482623, 1.510915, 0.192181)
C (1.741477, 0.026578, -0.116972)
S (3.169990, -0.661139, -0.419356)
C (0.551116, -0.725634, 0.246652)
H (-2.926934, -0.846790, -0.250034)
H (-1.771221, -2.231562, -0.615988)
H (-1.940165, -1.312691, 1.081824)
H (-1.762104, 1.406476, -0.851021)
H (2.243810, 2.132461, -0.350236)
H (1.645997, 1.741730, 1.234692)
H (0.664530, -1.878505, 0.112026)
H (0.211275, -0.540973, 1.331278)

Atoms 1-3, force components in eV/Å:
-1.37 2.36 1.57
0.06 -3.11 1.41
5.17 2.50 4.19